# C3H8N2OS2

C3H8N2OS2 in the gas phase (ωB97M-V/def2-TZVPD, OMol25).

HOMO   -9.3 eV
DFT total energy   -29936.937 eV
Max |F|   0.0240 Eh/bohr
Relative energy (zero: lowest compared OMol25 entry of this formula, charge and spin)   2.536 eV

```
! RIJCOSX wB97M-V def2-TZVPD def2/J DEFGRID3
* xyz 0 1
C -1.70 0.75 0.00
C -0.25 1.26 -0.03
C 0.59 0.43 0.84
S 1.26 0.84 2.25
S 0.79 -1.29 0.24
N 0.86 -1.12 -1.27
N 2.26 -1.79 0.85
O -0.19 -2.13 0.88
H -2.12 0.87 0.99
H -1.72 -0.31 -0.27
H -2.30 1.31 -0.71
H 0.13 1.14 -1.05
H -0.21 2.31 0.27
H 0.75 -1.96 -1.80
H 2.26 -1.94 1.85
H 3.05 -1.25 0.54
*
```

# C4H7NO

C4H7NO in the gas phase (ωB97M-V/def2-TZVPD, OMol25).

HOMO   -9.8 eV
DFT total energy   -7797.773 eV
Max |F|   0.0118 Eh/bohr
Relative energy (zero: lowest compared OMol25 entry of this formula, charge and spin)   1.871 eV

```
! RIJCOSX wB97M-V def2-TZVPD def2/J DEFGRID3
* xyz 0 1
C -0.96 1.89 -0.10
C 0.06 0.78 0.07
O 1.16 1.02 0.52
N -0.38 -0.56 -0.22
C 0.69 -1.51 -0.71
C 0.32 -1.48 0.69
H -1.28 2.23 0.89
H -0.48 2.75 -0.58
H -1.83 1.57 -0.67
H 1.62 -1.08 -1.07
H 0.34 -2.36 -1.30
H 1.02 -0.98 1.34
H -0.28 -2.27 1.13
*
```

# CHF3O

A 2-piece molecular cluster, CHF3O overall (ωB97M-V/def2-TZVPD, OMol25).

HOMO   -12.6 eV
DFT total energy   -11253.163 eV
Max |F|   0.0400 Eh/bohr
Relative energy (zero: lowest compared OMol25 entry of this formula, charge and spin)   0.402 eV

```
! RIJCOSX wB97M-V def2-TZVPD def2/J DEFGRID3
* xyz 0 1
O 2.31 -1.21 -0.06
C 2.63 -0.10 0.14
F 3.03 0.73 -0.84
F 2.67 0.49 1.28
F -0.04 -0.64 -0.08
H -0.19 -1.44 -0.59
*
```

# CH5O2PS

A 2-piece molecular cluster, CH5O2PS overall (ωB97M-V/def2-TZVPD, OMol25).

HOMO   -9.2 eV
DFT total energy   -25336.069 eV
Max |F|   0.0970 Eh/bohr
Relative energy (zero: lowest compared OMol25 entry of this formula, charge and spin)   2.222 eV

```
! RIJCOSX wB97M-V def2-TZVPD def2/J DEFGRID3
* xyz 0 1
P 0.74 0.75 1.16
S -0.75 1.95 1.50
H 1.69 0.89 2.15
H 0.72 -0.82 1.20
H 1.35 0.92 -0.01
O -0.20 -0.83 -0.96
C -1.20 -0.83 -1.59
O -2.10 0.07 -1.60
H -1.49 -1.80 -2.30
H -2.06 0.68 -0.79
*
```

Question: Which value of HOMO does entry 3 give?
Answer: -12.6 eV